Entry 1:
DFT (ωB97M-V/def2-TZVPD) results for C35H24N2O5OsSi as an isolated structure.

Gap between HOMO and LUMO (alpha / beta): 4.56 / 5.45 eV
ΔE to the lowest compared entry with this formula, charge and spin: 0.802 eV
HOMO level (alpha / beta): -6.514 / -8.144 eV

```
! wB97M-V def2-TZVPD RIJCOSX def2/J DEFGRID3
* xyz 0 5
Os 0.175 0.782 -1.486
O 1.592 -4.171 -4.944
C 1.350 -3.179 -4.305
C 2.279 -2.503 -3.278
O 3.379 -2.860 -2.960
C 1.484 -1.373 -2.772
C 0.273 -1.287 -3.379
O -0.535 -0.327 -2.984
C 0.053 -2.345 -4.364
O -0.910 -2.560 -5.047
O 1.756 -0.500 -1.847
C 4.637 2.945 1.283
C 3.566 3.720 1.707
C 2.301 3.537 1.174
C 2.101 2.557 0.200
C 3.174 1.787 -0.239
C 4.432 1.981 0.306
N 0.816 2.325 -0.354
N -0.140 3.168 0.052
C -1.317 2.973 -0.612
C -2.403 3.820 -0.380
C -3.559 3.646 -1.117
C -3.660 2.643 -2.087
C -2.602 1.776 -2.305
C -1.430 1.912 -1.555
H 5.622 3.095 1.705
H 3.714 4.481 2.464
H 1.468 4.135 1.507
H 3.039 1.026 -0.995
H 5.255 1.368 -0.039
H -2.317 4.608 0.357
H -4.400 4.307 -0.947
H -4.571 2.543 -2.662
H -2.672 0.986 -3.041
C 3.578 -0.589 2.742
C 3.347 -1.557 1.774
C 2.142 -1.578 1.089
C 1.145 -0.634 1.357
C 1.414 0.354 2.311
C 2.612 0.371 3.007
Si -0.463 -0.652 0.407
C -0.899 -2.375 -0.179
C -1.655 -2.664 -1.317
C -1.991 -3.971 -1.640
C -1.589 -5.015 -0.820
C -0.865 -4.746 0.332
C -0.524 -3.440 0.649
C -1.896 0.029 1.400
C -1.842 0.141 2.792
C -2.955 0.542 3.520
C -4.146 0.829 2.871
C -4.228 0.693 1.491
C -3.116 0.291 0.769
H 4.518 -0.572 3.278
H 4.107 -2.294 1.548
H 1.984 -2.333 0.328
H 0.689 1.137 2.499
H 2.801 1.148 3.737
H -1.998 -1.867 -1.961
H -2.564 -4.170 -2.537
H -1.843 -6.035 -1.076
H -0.560 -5.555 0.984
H 0.046 -3.252 1.552
H -0.932 -0.100 3.325
H -2.890 0.625 4.597
H -5.012 1.145 3.439
H -5.158 0.897 0.977
H -3.206 0.180 -0.304
*
```

Entry 2:
DFT (ωB97M-V/def2-TZVPD) results for C37H41AsClN5RuS4Sb as an isolated structure.

Gap between HOMO and LUMO: 5.10 eV
HOMO level: -3.681 eV

```
! wB97M-V def2-TZVPD RIJCOSX def2/J DEFGRID3
* xyz -1 1
Ru 0.066 0.210 1.429
S -3.200 -0.257 -2.577
Sb -1.961 1.150 -1.304
S -2.399 0.547 0.992
S 0.401 0.044 -0.926
N -0.347 0.967 8.822
C -0.310 0.888 7.673
C -0.263 0.803 6.238
C 0.835 1.314 5.547
C 0.842 1.214 4.172
N -0.169 0.652 3.484
C -1.223 0.166 4.158
C -1.315 0.220 5.535
H 1.667 1.771 6.062
H 1.663 1.591 3.572
H -2.007 -0.267 3.547
H -2.177 -0.189 6.038
C -3.550 3.526 2.994
C -2.093 3.859 3.006
C -1.536 4.846 3.787
C -0.154 5.039 3.678
N 0.620 4.327 2.866
C 0.060 3.361 2.129
S 1.012 2.415 1.069
N -1.281 3.161 2.195
C 0.544 6.051 4.540
H -4.085 4.146 3.707
H -3.698 2.470 3.217
H -3.957 3.677 1.992
H -2.146 5.441 4.449
H -1.672 2.290 1.685
H -0.115 6.869 4.826
H 1.419 6.437 4.022
H 0.885 5.557 5.454
C 7.079 -4.729 -3.161
C 5.822 -3.905 -3.134
C 5.251 -3.417 -4.297
C 4.074 -2.677 -4.284
C 3.550 -2.169 -5.599
C 3.418 -2.432 -3.066
As 1.816 -1.276 -3.194
N 0.702 -1.482 -1.688
C -0.005 -2.632 -1.308
C 0.535 -3.892 -1.546
C -0.147 -5.040 -1.184
C -1.382 -4.959 -0.560
C -1.914 -3.704 -0.305
C -1.243 -2.552 -0.669
C 0.648 -2.150 -4.533
C -0.244 -1.227 -5.112
C -0.203 0.268 -4.925
C -1.264 -1.680 -5.945
C -1.412 -3.015 -6.260
C -2.530 -3.491 -7.143
C -0.469 -3.899 -5.762
C 0.566 -3.498 -4.925
C 1.548 -4.594 -4.588
C 4.049 -2.815 -1.874
C 3.562 -2.381 -0.528
C 5.218 -3.569 -1.932
H 7.438 -4.862 -4.182
H 6.909 -5.718 -2.734
H 7.875 -4.258 -2.583
H 5.733 -3.613 -5.249
H 4.309 -2.290 -6.372
H 3.291 -1.106 -5.549
H 2.650 -2.691 -5.920
H 1.509 -3.973 -2.000
H 0.301 -6.005 -1.388
H -1.918 -5.854 -0.278
H -2.881 -3.604 0.171
H -1.710 -1.597 -0.489
H 0.696 0.643 -4.439
H -1.071 0.571 -4.339
H -0.282 0.747 -5.901
H -1.969 -0.955 -6.331
H -3.343 -2.766 -7.166
H -2.934 -4.440 -6.788
H -2.187 -3.643 -8.169
H -0.535 -4.950 -6.025
H 2.062 -4.910 -5.498
H 1.013 -5.459 -4.196
H 2.312 -4.315 -3.872
H 3.193 -1.357 -0.561
H 4.374 -2.426 0.196
H 2.745 -3.004 -0.161
H 5.682 -3.870 -1.000
Cl 0.308 -2.236 2.651
C 1.587 -1.043 2.005
H 2.112 -1.599 1.238
H 2.273 -0.829 2.832
*
```

Entry 3:
DFT (ωB97M-V/def2-TZVPD) results for a 2-piece molecular cluster, C18H21NO overall.

Gap between HOMO and LUMO: 8.27 eV
ΔE to the lowest compared entry with this formula, charge and spin: 3.143 eV
HOMO level: -7.511 eV
SMILES: CCc1c[nH]c2ccccc12.CCc1ccc(O)cc1

```
! wB97M-V def2-TZVPD RIJCOSX def2/J DEFGRID3
* xyz 0 1
C 0.522 -0.551 1.456
C -0.053 -1.911 0.959
C 1.634 -0.036 0.618
C 1.513 0.397 -0.684
C 2.951 0.389 0.978
C 3.448 1.272 -0.008
C 3.697 0.438 2.175
C 4.595 2.089 0.108
C 4.745 1.262 2.406
C 5.308 1.965 1.292
N 2.521 1.234 -1.068
H -0.216 0.224 1.338
H 0.751 -0.552 2.535
H -1.139 -1.834 0.827
H 0.757 0.142 -1.370
H 2.789 1.631 -1.953
H 3.191 -0.131 2.976
H 4.780 2.901 -0.616
H 5.263 1.385 3.348
H 6.323 2.276 1.337
H -0.001 -2.795 1.616
H 0.467 -2.216 0.048
C -2.526 0.675 0.635
C -3.653 1.665 0.814
C -2.630 -0.135 -0.597
C -3.549 -1.206 -0.712
C -1.698 -0.019 -1.616
C -3.504 -2.159 -1.700
C -1.614 -0.956 -2.670
C -2.496 -1.990 -2.710
O -2.366 -2.958 -3.681
H -1.554 1.102 0.856
H -2.416 0.020 1.501
H -4.448 1.025 1.243
H -4.300 -1.251 0.062
H -1.039 0.825 -1.674
H -4.161 -3.007 -1.803
H -0.892 -0.854 -3.463
H -3.188 -2.964 -4.187
H -4.178 2.058 -0.060
H -3.636 2.551 1.441
*
```

Entry 4:
DFT (ωB97M-V/def2-TZVPD) results for C19H15N3O7SV as an isolated structure.

Gap between HOMO and LUMO (alpha / beta): 9.46 / 9.47 eV
ΔE to the lowest compared entry with this formula, charge and spin: 0.005 eV
HOMO level (alpha / beta): -9.663 / -9.677 eV

```
! wB97M-V def2-TZVPD RIJCOSX def2/J DEFGRID3
* xyz 0 2
V 0.578 -1.107 -0.211
C 3.553 0.590 6.660
C 2.861 0.728 5.334
C 2.513 1.977 4.833
C 1.892 2.105 3.599
C 1.617 0.962 2.870
C 1.948 -0.303 3.347
C 2.568 -0.407 4.575
S 0.845 1.115 1.308
O 0.497 2.479 1.065
O -0.256 0.107 1.275
N 1.861 0.454 0.264
C 1.966 0.859 -1.071
C 2.469 2.045 -1.583
C 2.542 2.151 -2.960
C 2.123 1.101 -3.775
C 1.604 -0.034 -3.187
N 1.524 -0.133 -1.858
H 3.513 1.518 7.227
H 4.603 0.326 6.517
H 3.097 -0.199 7.258
H 2.724 2.865 5.417
H 1.613 3.074 3.208
H 1.719 -1.188 2.766
H 2.826 -1.387 4.958
H 2.789 2.834 -0.919
H 2.935 3.055 -3.406
H 2.187 1.171 -4.850
H 1.222 -0.877 -3.745
O 1.109 -2.491 0.263
O -0.450 -2.257 -2.844
C -1.342 -1.735 -2.194
O -1.172 -1.165 -1.034
C -2.755 -1.699 -2.707
C -3.053 -2.339 -3.904
C -4.344 -2.318 -4.411
C -5.347 -1.650 -3.727
C -5.025 -1.019 -2.538
C -3.750 -1.030 -2.008
N -6.091 -0.303 -1.809
O -5.791 0.249 -0.771
O -7.205 -0.308 -2.294
H -2.255 -2.852 -4.425
H -4.572 -2.820 -5.341
H -6.361 -1.611 -4.093
H -3.528 -0.532 -1.076
*
```

Entry 5:
DFT (ωB97M-V/def2-TZVPD) results for an isolated molecule of C4H4N2O.

Gap between HOMO and LUMO: 9.40 eV
ΔE to the lowest compared entry with this formula, charge and spin: 6.878 eV
HOMO level: -9.516 eV

```
! wB97M-V def2-TZVPD RIJCOSX def2/J DEFGRID3
* xyz 0 1
C -0.090 -0.163 0.352
C -1.407 0.169 -0.941
O -1.382 -0.884 -1.797
N -0.417 1.014 -0.693
N 0.019 -1.434 0.426
C 0.942 0.720 0.856
C 1.900 1.264 1.355
H -0.465 -1.252 -1.710
H 0.608 -1.753 1.192
H -2.399 0.624 -0.948
H 2.691 1.694 1.909
*
```

Entry 6:
DFT (ωB97M-V/def2-TZVPD) results for a 3-piece molecular cluster, C4H12ClO2 overall.

Gap between HOMO and LUMO: 8.52 eV
ΔE to the lowest compared entry with this formula, charge and spin: 2.888 eV
HOMO level: -4.814 eV

```
! wB97M-V def2-TZVPD RIJCOSX def2/J DEFGRID3
* xyz -1 1
Cl -30.613 -21.787 55.247
C -28.821 -19.474 50.963
C -28.896 -20.758 51.809
O -30.109 -21.292 52.212
H -29.447 -18.813 51.502
H -29.059 -19.619 49.864
H -27.790 -19.084 51.210
H -28.484 -20.631 52.968
H -28.272 -21.452 51.615
H -30.261 -21.321 53.050
C -32.728 -26.536 55.286
C -32.263 -25.204 56.166
O -31.040 -24.906 55.716
H -33.505 -27.092 55.672
H -31.779 -27.144 55.370
H -32.678 -26.225 54.268
H -32.501 -25.447 57.273
H -32.852 -24.352 55.850
H -30.969 -23.886 55.645
*
```

Entry 7:
DFT (ωB97M-V/def2-TZVPD) results for a 10-piece molecular cluster, C60H50F10 overall.

Gap between HOMO and LUMO: 9.31 eV
ΔE to the lowest compared entry with this formula, charge and spin: 3.456 eV
HOMO level: -9.155 eV
SMILES: Fc1ccccc1.Fc1ccccc1.Fc1ccccc1.Fc1ccccc1.Fc1ccccc1.Fc1ccccc1.Fc1ccccc1.Fc1ccccc1.Fc1ccccc1.Fc1ccccc1

```
! wB97M-V def2-TZVPD RIJCOSX def2/J DEFGRID3
* xyz 0 1
F 0.644 3.514 -6.277
C 0.425 4.632 -5.611
C -0.832 4.955 -5.036
C -1.028 6.111 -4.235
C -0.013 7.006 -4.119
C 1.231 6.764 -4.681
C 1.488 5.553 -5.367
H -1.594 4.210 -5.207
H -1.913 6.230 -3.628
H -0.187 7.899 -3.538
H 1.970 7.544 -4.569
H 2.435 5.459 -5.878
F -11.109 -2.368 -2.090
C -10.085 -2.068 -1.286
C -9.690 -3.028 -0.372
C -8.597 -2.862 0.498
C -7.983 -1.648 0.410
C -8.353 -0.688 -0.589
C -9.366 -0.905 -1.469
H -10.259 -3.938 -0.492
H -8.392 -3.622 1.238
H -7.276 -1.286 1.143
H -7.766 0.215 -0.666
H -9.536 -0.236 -2.300
F 7.514 1.430 -2.528
C 8.435 0.754 -1.811
C 9.609 0.329 -2.431
C 10.607 -0.376 -1.770
C 10.320 -0.666 -0.438
C 9.098 -0.482 0.132
C 8.152 0.278 -0.552
H 9.653 0.610 -3.473
H 11.600 -0.507 -2.174
H 11.070 -1.188 0.138
H 8.858 -0.859 1.115
H 7.190 0.576 -0.163
F -5.265 -6.372 5.016
C -5.226 -5.740 6.192
C -6.295 -5.735 7.058
C -6.230 -5.194 8.353
C -5.012 -4.612 8.768
C -3.938 -4.625 7.880
C -4.094 -5.071 6.579
H -7.211 -6.220 6.754
H -7.179 -5.241 8.867
H -4.855 -4.175 9.743
H -3.018 -4.138 8.169
H -3.348 -5.032 5.799
F 5.090 6.138 -0.367
C 4.647 5.533 0.764
C 4.903 6.154 2.030
C 4.241 5.652 3.096
C 3.761 4.312 2.995
C 3.770 3.624 1.822
C 4.055 4.314 0.649
H 5.309 7.155 2.023
H 4.381 6.155 4.042
H 3.404 3.739 3.837
H 3.465 2.588 1.848
H 3.911 3.850 -0.315
F 1.880 -6.016 7.032
C 2.980 -5.353 7.200
C 3.157 -4.158 6.395
C 4.327 -3.407 6.605
C 5.182 -3.775 7.669
C 4.926 -4.879 8.489
C 3.841 -5.717 8.205
H 2.324 -3.916 5.752
H 4.723 -2.616 5.985
H 6.037 -3.127 7.790
H 5.626 -5.117 9.277
H 3.559 -6.615 8.735
F -0.337 -2.559 1.528
C -0.300 -2.048 0.351
C -1.359 -1.559 -0.362
C -1.135 -0.794 -1.550
C 0.149 -0.583 -2.012
C 1.235 -1.150 -1.365
C 0.970 -1.843 -0.156
H -2.367 -1.696 0.002
H -1.966 -0.352 -2.079
H 0.347 -0.015 -2.909
H 2.264 -1.048 -1.677
H 1.871 -2.059 0.398
F -2.601 7.853 1.249
C -2.876 6.548 1.019
C -4.201 6.143 1.116
C -4.455 4.762 1.204
C -3.448 3.780 0.952
C -2.153 4.253 0.662
C -1.871 5.647 0.701
H -4.978 6.893 1.097
H -5.479 4.418 1.175
H -3.638 2.718 0.904
H -1.298 3.681 0.333
H -0.884 6.025 0.483
F -5.945 0.873 -5.794
C -5.652 1.708 -6.824
C -4.433 1.590 -7.547
C -4.218 2.419 -8.618
C -5.078 3.500 -8.895
C -6.158 3.713 -8.027
C -6.534 2.804 -7.098
H -3.782 0.765 -7.298
H -3.358 2.164 -9.220
H -4.746 4.164 -9.680
H -6.806 4.539 -8.280
H -7.493 2.975 -6.630
F 4.595 -4.007 -4.708
C 4.806 -4.868 -3.642
C 4.025 -6.084 -3.504
C 4.184 -6.894 -2.383
C 5.037 -6.530 -1.357
C 5.700 -5.321 -1.425
C 5.656 -4.498 -2.565
H 3.377 -6.368 -4.319
H 3.533 -7.748 -2.270
H 5.143 -7.084 -0.436
H 6.359 -4.993 -0.635
H 6.147 -3.536 -2.573
*
```

Entry 8:
DFT (ωB97M-V/def2-TZVPD) results for C24H28As2CoN3O6 as an isolated structure.

Gap between HOMO and LUMO (alpha / beta): 8.52 / 8.90 eV
ΔE to the lowest compared entry with this formula, charge and spin: 0.362 eV
HOMO level (alpha / beta): -12.053 / -12.268 eV

```
! wB97M-V def2-TZVPD RIJCOSX def2/J DEFGRID3
* xyz 1 2
Co 0.139 0.576 0.181
C 3.384 1.788 -0.938
As 2.456 0.636 0.297
C 3.434 -1.032 0.206
C 2.899 1.311 2.056
C 4.171 1.774 2.376
C 4.444 2.213 3.663
C 3.452 2.187 4.636
C 2.184 1.726 4.323
C 1.904 1.291 3.032
As 0.148 0.672 2.512
C -0.207 -0.839 3.663
C -1.061 2.037 3.147
H 3.004 2.801 -0.826
H 3.207 1.443 -1.955
H 4.453 1.762 -0.731
H 4.482 -0.869 0.453
H 3.355 -1.435 -0.803
H 3.003 -1.746 0.906
H 4.954 1.800 1.628
H 5.433 2.578 3.908
H 3.669 2.531 5.639
H 1.416 1.715 5.088
H -0.077 -0.545 4.703
H 0.480 -1.649 3.425
H -1.231 -1.178 3.509
H -0.930 2.190 4.217
H -2.085 1.726 2.947
H -0.851 2.962 2.614
O 0.417 3.759 -2.332
C 0.357 2.623 -1.913
O 0.244 2.305 -0.661
C 0.411 1.478 -2.922
C 0.678 1.777 -4.258
C 0.718 0.782 -5.223
C 0.459 -0.541 -4.889
C 0.185 -0.823 -3.566
C 0.174 0.158 -2.589
N -0.164 -2.196 -3.163
O -0.470 -2.383 -1.990
O -0.145 -3.058 -4.005
H 0.847 2.814 -4.515
H 0.936 1.039 -6.250
H 0.457 -1.330 -5.628
H -0.064 -0.216 -1.596
O -2.596 -5.461 0.138
C -3.620 -4.847 -0.618
N -3.284 -3.449 -0.688
C -4.173 -2.469 -0.402
O -5.348 -2.647 -0.158
C -3.607 -1.073 -0.378
C -4.440 0.003 -0.661
C -3.925 1.287 -0.630
C -2.589 1.468 -0.314
N -1.796 0.433 -0.014
C -2.298 -0.809 -0.032
H -2.623 -6.411 -0.012
H -4.596 -4.920 -0.137
H -3.674 -5.281 -1.620
H -2.359 -3.222 -1.024
H -5.479 -0.193 -0.894
H -4.540 2.145 -0.857
H -2.110 2.439 -0.308
H -1.615 -1.606 0.238
*
```